ORCA calculation (ωB97M-V/def2-TZVPD) on a molecular structure, C35H35KN10O4P.

Computed properties:
Charge: -1
LUMO (alpha / beta), Ha: 0.087 / 0.075
Maximum force, Eh/bohr: 0.0337
Energy relative to the best compared isomer or geometry (same formula, charge and spin), kJ/mol: 346.6
2S+1: 1
Kohn-Sham gap (alpha / beta), Ha: 0.2224 / 0.2104
M, g/mol: 729.8

Structure (XYZ):
```
86
Properties=species:S:1:pos:R:3:forces:R:3:mulliken_charge:R:1
K 0.45776 -0.10959 1.44220 0.15 -0.56 -0.25 1.102
P -0.52910 2.31521 -0.13067 -0.08 0.41 -0.61 0.606
O 1.03363 2.07424 1.81385 0.80 1.45 0.52 0.046
O 3.70533 0.53444 -3.12637 -0.07 -0.03 0.06 -0.386
O 1.96953 4.10265 2.13778 -0.05 0.01 -0.07 -0.838
O 1.13188 0.65527 -1.45930 -0.36 0.15 -0.05 1.246
N -0.60163 -0.57020 3.87009 -0.36 0.08 0.24 -1.002
N -1.23682 -1.95491 0.99552 -0.30 -0.25 -0.13 0.034
N 5.96859 0.08597 0.60083 0.08 0.06 -0.01 -0.562
N 1.25890 -2.91207 -0.17882 -0.34 0.12 0.01 0.383
N -1.81382 -0.36541 3.29580 0.02 -0.15 0.00 1.121
N 1.59225 -2.33956 0.99541 0.42 -0.61 -0.45 -0.164
N 3.60785 0.08816 -0.84833 0.17 0.17 0.20 -0.837
N 3.72077 1.67082 2.97272 -0.04 0.24 0.07 -0.547
N 4.87297 1.24467 2.28026 0.02 0.01 -0.06 -0.198
N 3.66651 0.56977 0.41289 -0.12 0.24 -0.24 0.649
C 2.05341 2.84141 -1.34234 0.01 0.00 0.02 0.532
C 3.92842 1.11623 -1.83414 -0.36 -0.13 -0.11 -0.598
C 0.23281 -2.60429 -2.33279 0.14 0.02 -0.01 -0.124
C -2.20285 -1.97352 -1.25364 0.03 0.01 -0.04 0.020
C -2.82178 2.24564 -3.51966 0.02 0.04 0.03 -0.616
C 3.31570 2.49188 -1.74527 0.07 -0.02 0.27 -1.438
C -2.10805 1.91783 -2.37573 0.00 0.00 -0.01 -0.511
C -2.65901 -1.46065 2.87575 0.18 0.20 0.10 -0.555
C 2.69256 -2.96015 1.38667 0.04 0.00 -0.02 -0.441
C 2.13820 -3.88398 -0.52118 -0.14 0.00 0.00 -0.261
C 2.41286 0.33641 -3.49084 0.08 -0.02 -0.23 -1.082
C -3.75779 -1.73152 3.67351 0.01 0.03 0.03 0.044
C -0.82559 -2.38960 -3.20006 -0.03 0.03 0.00 0.370
C -0.62924 -2.41807 -4.69276 -0.01 -0.02 -0.03 -1.657
C 0.10310 -2.52534 -0.95291 0.10 -0.12 0.23 -0.056
C -2.36816 -2.19911 1.69738 0.14 -0.01 0.01 -0.516
C 0.00831 3.84875 0.73695 -0.01 0.00 -0.04 -0.948
C -5.83392 -3.04719 4.26276 -0.03 0.01 -0.01 -1.540
C -1.65767 4.23736 -1.98184 -0.03 0.05 -0.02 -0.386
C -2.16804 0.94385 3.34681 0.02 -0.15 -0.03 -0.589
C -4.38412 -3.49416 2.22797 0.01 -0.02 -0.03 -0.933
C -0.19852 0.63179 4.26547 -0.28 -0.10 0.07 -0.357
C -4.65705 -2.74504 3.37184 0.02 -0.04 -0.02 0.600
C 1.27059 0.41747 -2.82209 0.21 0.01 0.19 -0.027
C -1.13469 -2.17305 -0.34170 -0.04 -0.15 0.20 0.584
C 4.77325 0.65415 1.04468 -0.05 -0.19 0.04 0.351
C -2.96636 3.57713 -3.89372 0.02 -0.03 0.03 -0.576
C -2.38879 4.57181 -3.11702 0.01 -0.06 0.03 -0.595
C -3.28699 -3.24257 1.42586 -0.09 0.07 -0.05 -0.300
C 1.13281 3.33326 1.65981 -0.19 -0.29 0.06 -0.119
C 3.08785 -3.94890 0.46650 0.03 0.05 0.10 -1.243
C -1.14973 1.62610 3.96379 0.04 -0.09 0.11 -0.521
C 1.00113 1.97490 -1.08364 0.01 -0.18 0.08 -0.497
C -1.50006 2.90800 -1.59741 -0.04 0.02 0.01 0.352
C -2.05655 -2.07983 -2.62229 -0.02 0.02 0.04 -0.756
H 3.93148 -4.61587 0.51895 -0.02 0.02 0.01 0.409
H -6.33788 -2.13441 4.58904 0.02 0.00 -0.01 0.339
H -1.20645 5.02750 -1.39346 -0.01 -0.01 -0.01 0.244
H 4.01605 3.29722 -1.93031 -0.01 -0.01 -0.01 0.383
H 3.58381 2.66461 2.80009 -0.01 0.05 -0.03 0.396
H 5.01360 1.26672 -1.79853 0.07 -0.06 -0.06 0.503
H 0.76476 0.74323 4.73916 0.00 0.01 -0.04 0.464
H -2.91783 -1.89929 -3.26076 0.02 0.00 0.01 0.367
H -6.57074 -3.65976 3.73984 0.01 0.01 -0.01 0.368
H -3.10624 -3.86035 0.55451 -0.01 0.00 0.01 0.385
H 2.88165 1.26973 2.55769 0.08 -0.14 -0.09 -0.029
H 0.26285 -2.98653 -4.96252 -0.01 0.01 0.02 0.355
H -0.50968 -1.41238 -5.11097 0.00 0.00 0.03 0.248
H -3.16717 -1.70992 -0.83592 0.00 0.00 -0.01 0.493
H -0.81741 4.20774 1.35671 0.00 0.03 -0.01 0.589
H 0.35380 4.67328 0.11587 -0.04 0.03 -0.02 0.348
H -5.05017 -4.31077 1.96243 0.01 0.01 0.00 0.314
H 2.00085 -4.46446 -1.41671 0.00 0.00 0.02 0.497
H -3.10409 1.27923 2.93180 0.00 -0.05 -0.02 0.517
H 1.21428 -2.81870 -2.74263 -0.02 0.02 0.01 0.156
H 5.88516 -0.32851 -0.31427 -0.01 -0.03 -0.02 0.327
H -2.01806 0.87526 -2.08090 0.01 0.02 0.01 0.351
H -3.90104 -1.12187 4.56101 0.00 -0.01 -0.01 0.386
H -3.27490 1.45946 -4.11261 0.01 0.02 0.01 0.452
H 1.86861 3.89593 -1.17471 0.01 -0.01 -0.01 0.322
H 2.34073 0.07503 -4.53935 0.04 0.00 -0.01 0.363
H -3.53005 3.83726 -4.78152 0.00 -0.01 0.01 0.365
H -1.08549 2.68380 4.15429 0.03 -0.02 -0.06 0.494
H 6.77191 0.68890 0.69008 0.01 0.00 0.02 0.205
H -5.54103 -3.59274 5.16456 0.03 0.00 -0.01 0.274
H 5.53211 0.78171 2.88388 -0.02 -0.12 0.04 0.277
H -2.50186 5.61275 -3.39673 0.00 -0.01 0.00 0.406
H -1.48109 -2.87543 -5.20143 0.00 0.00 0.02 0.440
H 0.33915 0.23354 -3.34057 -0.01 -0.01 0.02 0.240
H 3.15969 -2.66837 2.31545 0.00 -0.02 -0.03 0.487
```
Positions in Å, forces in eV/Å.